(1)
Entry from the Open Molecules 2025 dataset: 2 unconnected molecules or ions with the total composition C5H14OP (ωB97M-V/def2-TZVPD).

Element x y z (Å)
C (-3.80, -0.43, -0.15)
C (1.71, -1.89, 0.22)
C (0.49, 1.63, -0.76)
C (2.71, 1.15, 1.14)
C (-2.50, -0.66, -0.81)
O (0.94, -0.80, -0.16)
P (1.01, 0.62, 0.65)
H (-3.61, 0.12, 0.72)
H (-4.51, 0.23, -0.77)
H (-4.06, -1.46, 0.17)
H (2.57, -1.60, 0.82)
H (2.03, -2.42, -0.71)
H (1.14, -2.55, 0.81)
H (-0.45, 1.42, -1.40)
H (1.30, 1.78, -1.53)
H (0.10, 2.53, -0.33)
H (3.07, 0.52, 1.95)
H (2.54, 2.02, 1.67)
H (3.41, 1.36, 0.35)
H (-1.87, -1.20, -0.13)
H (-2.22, -0.35, -1.75)

Properties
Expectation value of S² ... 2.007
HOMO (alpha / beta) ... -10.7 / -15.0 eV
Multiplicity ... 3
Energy above the lowest of the compared OMol25 structures with the same formula, charge and spin ... 0.0 kcal per mole
Charge ... +1

natural (NBO) charges, unit e, in atom order: -0.69 -0.27 -1.03 -0.97 -0.31 -0.67 1.58 0.22 0.23 0.24 0.18 0.23 0.21 0.32 0.29 0.27 0.28 0.27 0.29 0.15 0.17

(2)
Entry from the Open Molecules 2025 dataset: 2 unconnected molecules or ions with the total composition C5H14OS (ωB97M-V/def2-TZVPD).

Element x y z (Å)
C (-1.73, -1.54, 0.56)
C (-1.37, -0.67, -0.63)
C (-0.47, 0.55, -0.34)
C (0.92, 0.20, 0.19)
S (1.95, -0.78, -0.93)
C (2.34, 0.49, -2.20)
H (-2.41, -0.99, 1.22)
H (-0.90, -1.87, 1.18)
H (-2.25, -2.44, 0.24)
H (-0.86, -1.25, -1.40)
H (-2.28, -0.33, -1.13)
H (-0.44, 1.04, -1.32)
H (-0.92, 1.23, 0.39)
H (0.79, -0.41, 1.08)
H (1.46, 1.08, 0.56)
H (3.42, 0.47, -2.31)
H (1.86, 0.14, -3.12)
H (1.88, 1.41, -1.90)
O (-0.27, 0.90, 3.30)
H (0.12, 1.45, 2.61)
H (-0.85, 1.30, 3.93)

Properties
HOMO ... -8.4 eV
Structure (SMILES) ... CCCCSC.O
Energy above the lowest of the compared OMol25 structures with the same formula, charge and spin ... 5.6 kcal per mole
Charge ... 0

natural (NBO) charges, unit e, in atom order: -0.61 -0.40 -0.41 -0.54 0.17 -0.73 0.20 0.21 0.21 0.21 0.20 0.20 0.20 0.23 0.21 0.23 0.22 0.22 -0.97 0.48 0.48

(3)
Entry from the Open Molecules 2025 dataset: C5H14OS2Si in the gas phase (ωB97M-V/def2-TZVPD).

Element x y z (Å)
C (0.92, 2.30, -1.24)
C (0.81, 1.83, 0.21)
C (0.69, 0.27, 0.49)
S (2.02, -0.66, -0.59)
S (3.78, -0.46, 0.41)
Si (-0.91, -0.69, 0.03)
C (-0.77, -2.60, 0.12)
C (-2.43, -0.20, 1.14)
O (-1.19, -0.41, -1.50)
H (-0.06, 2.17, -1.77)
H (1.67, 1.83, -1.82)
H (1.16, 3.41, -1.34)
H (1.82, 2.30, 0.69)
H (-0.06, 2.38, 0.78)
H (0.94, 0.23, 1.47)
H (3.48, -1.68, 0.89)
H (0.22, -2.81, -0.29)
H (-0.98, -3.11, 1.03)
H (-1.45, -2.96, -0.72)
H (-2.82, -1.08, 1.70)
H (-2.04, 0.54, 1.86)
H (-3.27, 0.29, 0.69)
H (-1.52, -0.89, -2.27)

Properties
HOMO ... -8.8 eV
Structure (SMILES) ... CC[C@H](SS)[Si](C)(C)O
Energy above the lowest of the compared OMol25 structures with the same formula, charge and spin ... 55.4 kcal per mole
Charge ... 0

natural (NBO) charges, unit e, in atom order: -0.63 -0.41 -0.74 0.02 -0.12 1.88 -1.12 -1.12 -1.13 0.21 0.22 0.21 0.20 0.21 0.23 0.14 0.24 0.23 0.23 0.24 0.23 0.24 0.53

(4)
Entry from the Open Molecules 2025 dataset: 2 unconnected molecules or ions with the total composition C5H14S (ωB97M-V/def2-TZVPD).

Element x y z (Å)
C (-1.46, -0.94, -0.62)
C (-0.16, -0.17, -0.73)
S (-0.05, 1.28, -1.78)
C (-0.89, 2.59, -0.84)
H (-1.62, -1.62, -1.45)
H (-2.30, -0.24, -0.56)
H (-1.50, -1.56, 0.28)
H (0.16, 0.09, 0.28)
H (0.65, -0.81, -1.10)
H (-1.26, 2.18, 0.11)
H (-0.19, 3.38, -0.65)
H (-1.77, 2.87, -1.41)
C (0.72, -1.76, 2.84)
C (2.04, -2.08, 2.16)
H (0.82, -1.24, 3.78)
H (0.25, -1.05, 2.18)
H (0.06, -2.60, 2.97)
H (2.59, -2.83, 2.75)
H (1.92, -2.52, 1.18)
H (2.77, -1.28, 2.10)

Properties
HOMO ... -8.5 eV
Structure (SMILES) ... CCSC.CC
Energy above the lowest of the compared OMol25 structures with the same formula, charge and spin ... 9.2 kcal per mole
Charge ... 0

natural (NBO) charges, unit e, in atom order: -0.62 -0.54 0.18 -0.74 0.21 0.21 0.21 0.20 0.22 0.22 0.22 0.22 -0.61 -0.61 0.21 0.19 0.21 0.20 0.20 0.21

(5)
Entry from the Open Molecules 2025 dataset: 2 unconnected molecules or ions with the total composition C5H14S (ωB97M-V/def2-TZVPD).

Element x y z (Å)
C (-1.80, 0.88, 0.32)
C (-2.02, -0.59, 0.74)
C (-2.07, -1.45, -0.50)
H (-0.81, 1.22, 0.54)
H (-1.98, 1.03, -0.77)
H (-2.50, 1.61, 0.81)
H (-1.19, -0.92, 1.47)
H (-3.00, -0.66, 1.30)
H (-2.21, -2.54, -0.36)
H (-1.16, -1.29, -1.10)
H (-2.95, -1.10, -1.02)
C (2.38, 0.47, -1.08)
C (2.94, 0.72, 0.36)
S (1.83, 0.15, 1.76)
H (2.17, -0.53, -1.40)
H (1.31, 0.84, -1.09)
H (2.87, 0.96, -1.98)
H (3.06, 1.86, 0.52)
H (3.87, 0.17, 0.51)
H (1.26, -0.84, 0.98)

Properties
HOMO ... -9.1 eV
Structure (SMILES) ... CCC.CCS
Energy above the lowest of the compared OMol25 structures with the same formula, charge and spin ... 18.6 kcal per mole
Charge ... 0

natural (NBO) charges, unit e, in atom order: -0.62 -0.40 -0.61 0.22 0.20 0.21 0.20 0.20 0.21 0.20 0.20 -0.64 -0.50 -0.06 0.21 0.21 0.23 0.22 0.21 0.12

(6)
Entry from the Open Molecules 2025 dataset: 2 unconnected molecules or ions with the total composition C5H14S (ωB97M-V/def2-TZVPD).

Element x y z (Å)
C (-1.86, -0.27, 0.82)
C (-1.62, 1.16, 1.35)
C (-0.90, 2.00, 0.29)
H (-0.94, -0.56, 0.29)
H (-2.19, -0.93, 1.59)
H (-2.74, -0.33, 0.19)
H (-2.66, 1.52, 1.51)
H (-1.11, 1.13, 2.33)
H (-0.96, 3.18, 0.50)
H (0.11, 1.67, 0.22)
H (-1.30, 2.04, -0.71)
C (1.65, -2.04, -1.09)
C (1.54, -0.54, -1.17)
S (3.03, 0.24, -0.45)
H (0.73, -2.52, -1.58)
H (1.58, -2.59, -0.15)
H (2.51, -2.57, -1.55)
H (1.82, -0.42, -2.24)
H (0.52, -0.29, -1.08)
H (2.79, 0.12, 0.94)

Properties
HOMO ... -9.2 eV
Structure (SMILES) ... CCC.CCS
Energy above the lowest of the compared OMol25 structures with the same formula, charge and spin ... 32.0 kcal per mole
Charge ... 0

natural (NBO) charges, unit e, in atom order: -0.61 -0.40 -0.62 0.19 0.21 0.20 0.20 0.20 0.21 0.21 0.21 -0.63 -0.54 -0.04 0.20 0.21 0.22 0.23 0.23 0.13

(7)
Entry from the Open Molecules 2025 dataset: 2 unconnected molecules or ions with the total composition C5H15BN2O2 (ωB97M-V/def2-TZVPD).

Element x y z (Å)
B (-4.09, -1.64, -1.43)
N (-3.39, -0.35, -1.03)
C (-3.14, -0.29, 0.32)
O (-3.01, -0.24, 1.68)
H (-3.36, -2.51, -1.75)
H (-4.76, -1.39, -2.39)
H (-4.83, -2.07, -0.63)
C (0.26, -0.17, -0.64)
C (0.67, 1.16, -0.03)
C (2.19, 1.38, -0.03)
O (2.78, 0.60, 1.03)
C (3.46, -0.57, 0.57)
N (0.22, 1.17, 1.40)
H (0.59, -1.02, -0.04)
H (-0.83, -0.24, -0.73)
H (0.68, -0.28, -1.65)
H (0.16, 1.98, -0.55)
H (2.40, 2.42, 0.21)
H (2.64, 1.18, -1.01)
H (3.96, -0.41, -0.39)
H (2.76, -1.40, 0.50)
H (4.23, -0.82, 1.31)
H (-0.72, 0.79, 1.53)
H (0.26, 2.12, 1.80)
H (0.89, 0.61, 1.94)

Properties
HOMO ... -7.2 eV
Charge ... 0

natural (NBO) charges, unit e, in atom order: -0.28 -0.62 0.77 -0.69 -0.06 -0.05 -0.06 -0.65 -0.07 -0.08 -0.57 -0.25 -0.69 0.22 0.28 0.24 0.23 0.19 0.21 0.18 0.18 0.21 0.48 0.43 0.45

(8)
Entry from the Open Molecules 2025 dataset: a molecular structure, C5H15CoFN5O10 (ωB97M-V/def2-TZVPD).

Element x y z (Å)
Co (1.29, -2.97, 0.89)
F (0.09, -0.62, 0.49)
C (-0.17, -1.87, -3.70)
N (-0.40, -0.67, -4.52)
O (-1.13, -0.89, -5.49)
O (0.14, 0.31, -4.22)
H (-0.13, -2.65, -4.46)
H (-1.03, -1.95, -3.04)
H (0.75, -1.82, -3.12)
C (3.62, 2.00, -1.93)
N (4.84, 2.64, -1.41)
O (4.67, 3.73, -0.85)
O (5.86, 1.95, -1.33)
H (2.95, 1.96, -1.06)
H (3.70, 0.95, -2.20)
H (3.31, 2.58, -2.80)
C (-4.34, -2.96, 0.35)
N (-4.36, -3.81, -0.84)
O (-3.52, -4.72, -0.95)
O (-5.33, -3.71, -1.53)
H (-5.38, -2.67, 0.51)
H (-3.67, -2.17, 0.02)
H (-3.93, -3.56, 1.16)
C (2.90, 1.22, 3.66)
N (2.96, -0.27, 3.77)
O (2.84, -0.78, 4.92)
O (3.34, -0.95, 2.81)
H (2.06, 1.46, 3.02)
H (3.86, 1.55, 3.26)
H (2.76, 1.62, 4.67)
C (-2.94, 2.60, 1.41)
N (-2.32, 2.27, 2.69)
O (-2.60, 1.14, 3.11)
O (-1.66, 3.04, 3.32)
H (-2.25, 2.18, 0.66)
H (-2.88, 3.69, 1.40)
H (-3.93, 2.15, 1.32)

Properties
Expectation value of S² ... 3.809
HOMO (alpha / beta) ... -13.3 / -13.3 eV
Multiplicity ... 4
Energy above the lowest of the compared OMol25 structures with the same formula, charge and spin ... 134.3 kcal per mole
Charge ... +1

natural (NBO) charges, unit e, in atom order: 1.24 -0.25 -0.50 0.54 -0.38 -0.34 0.25 0.23 0.20 -0.48 0.51 -0.37 -0.36 0.23 0.22 0.25 -0.48 0.53 -0.42 -0.33 0.25 0.22 0.23 -0.48 0.52 -0.32 -0.45 0.24 0.25 0.26 -0.48 0.53 -0.42 -0.34 0.23 0.24 0.25

(9)
Entry from the Open Molecules 2025 dataset: 2 unconnected molecules or ions with the total composition C5H15N (ωB97M-V/def2-TZVPD).

Element x y z (Å)
C (-3.02, 2.35, 3.56)
C (-1.55, 2.10, 2.92)
C (-1.59, 0.94, 1.96)
H (-2.74, 2.37, 4.64)
H (-3.64, 1.49, 3.13)
H (-3.34, 3.29, 3.28)
H (-0.86, 1.87, 3.64)
H (-1.20, 2.95, 2.25)
H (-1.93, 0.00, 2.40)
H (-2.20, 1.23, 1.02)
H (-0.58, 0.92, 1.59)
C (2.10, -2.99, -3.07)
C (1.89, -1.49, -2.65)
N (2.89, -0.60, -3.33)
H (1.29, -3.68, -2.87)
H (2.45, -3.20, -4.08)
H (3.06, -3.41, -2.61)
H (0.74, -1.35, -2.65)
H (2.06, -1.37, -1.60)
H (3.64, -1.22, -3.41)
H (2.52, -0.20, -4.12)

Properties
HOMO ... -9.3 eV
Structure (SMILES) ... CCC.CCN
Energy above the lowest of the compared OMol25 structures with the same formula, charge and spin ... 43.3 kcal per mole
Charge ... 0

natural (NBO) charges, unit e, in atom order: -0.62 -0.38 -0.60 0.21 0.21 0.21 0.19 0.19 0.20 0.19 0.21 -0.65 -0.23 -0.83 0.21 0.21 0.19 0.20 0.18 0.36 0.36

(10)
Entry from the Open Molecules 2025 dataset: C5H15N2 in the gas phase (ωB97M-V/def2-TZVPD).

Element x y z (Å)
C (-0.16, 0.50, 0.89)
N (0.19, 1.86, 0.52)
C (0.63, 2.63, 1.69)
C (-0.35, -0.35, -0.39)
N (0.88, -0.19, -1.24)
C (-0.86, -2.68, -1.27)
C (-0.50, -1.82, -0.02)
H (0.67, 0.08, 1.44)
H (-1.16, 0.44, 1.35)
H (-0.54, 2.40, 0.09)
H (1.31, 3.44, 1.44)
H (1.13, 1.99, 2.42)
H (-0.20, 3.03, 2.28)
H (-1.22, 0.05, -0.92)
H (1.47, -1.04, -1.25)
H (1.46, 0.59, -0.89)
H (0.64, 0.22, -2.23)
H (-0.19, -3.50, -1.49)
H (-1.10, -2.07, -2.14)
H (-1.85, -3.11, -1.06)
H (-1.30, -1.89, 0.67)
H (0.45, -2.20, 0.33)

Properties
Expectation value of S² ... 0.751
HOMO (alpha / beta) ... -3.2 / -9.5 eV
Multiplicity ... 2
Energy above the lowest of the compared OMol25 structures with the same formula, charge and spin ... 45.9 kcal per mole
Charge ... 0

natural (NBO) charges, unit e, in atom order: -0.23 -0.65 -0.42 -0.12 -1.07 -0.64 -0.42 0.20 0.18 0.37 0.20 0.19 0.17 0.21 0.35 0.43 0.18 0.22 0.22 0.21 0.21 0.21

(11)
Entry from the Open Molecules 2025 dataset: a gas-phase ion, C5H15N2 (charge +1) (ωB97M-V/def2-TZVPD).

Element x y z (Å)
C (1.15, 1.87, -0.08)
C (0.84, 0.73, 0.88)
C (0.52, -0.57, 0.17)
N (1.21, -1.76, 0.97)
C (-0.97, -0.94, 0.20)
N (-1.76, 0.20, -0.20)
C (-1.62, 0.49, -1.64)
H (1.49, 1.54, -1.06)
H (0.26, 2.48, -0.26)
H (1.97, 2.46, 0.29)
H (0.03, 1.00, 1.54)
H (1.71, 0.58, 1.53)
H (0.93, -0.76, -0.81)
H (1.97, -1.38, 1.53)
H (0.53, -2.10, 1.65)
H (1.59, -2.54, 0.43)
H (-1.18, -1.83, -0.42)
H (-1.22, -1.21, 1.24)
H (-2.74, 0.00, -0.03)
H (-1.85, -0.39, -2.24)
H (-2.28, 1.33, -1.86)
H (-0.58, 0.78, -1.83)

Properties
HOMO ... -13.0 eV
Structure (SMILES) ... CC[C@@H]([NH3+])CNC
Energy above the lowest of the compared OMol25 structures with the same formula, charge and spin ... 25.7 kcal per mole
Charge ... +1

natural (NBO) charges, unit e, in atom order: -0.61 -0.44 0.00 -0.69 -0.24 -0.62 -0.42 0.21 0.24 0.24 0.25 0.20 0.22 0.44 0.43 0.44 0.19 0.19 0.38 0.18 0.23 0.19

(12)
Entry from the Open Molecules 2025 dataset: 2 unconnected molecules or ions with the total composition C5H15N2 (ωB97M-V/def2-TZVPD).

Element x y z (Å)
C (-1.92, -0.70, -0.50)
C (0.02, -1.65, -1.33)
C (-0.02, 2.08, 0.11)
C (0.06, -0.03, 1.58)
C (1.88, 0.51, 0.02)
N (-0.70, -0.51, -1.12)
N (0.49, 0.66, 0.36)
H (-2.74, -0.97, -1.15)
H (-1.81, -1.40, 0.38)
H (-2.33, 0.23, -0.18)
H (1.03, -1.60, -1.32)
H (-0.33, -2.59, -0.74)
H (-0.17, -1.95, -2.28)
H (-1.05, 2.00, -0.28)
H (0.05, 2.49, 1.08)
H (0.66, 2.51, -0.63)
H (-0.93, 0.19, 1.85)
H (0.00, -1.14, 1.35)
H (0.69, 0.22, 2.34)
H (2.57, -0.38, 0.19)
H (2.11, 0.56, -0.95)
H (2.36, 1.28, 0.70)

Properties
HOMO (alpha / beta) ... -13.9 / -14.1 eV
Energy above the lowest of the compared OMol25 structures with the same formula, charge and spin ... 127.4 kcal per mole
Charge ... +1

natural (NBO) charges, unit e, in atom order: -0.51 -0.49 -0.39 -0.43 -0.48 -0.09 -0.13 0.29 0.20 0.22 0.23 0.19 0.28 0.24 0.22 0.24 0.23 0.23 0.23 0.26 0.23 0.24

The records above yield total energy values of -615.0857, -672.3108, -1360.0351, -597.0626, -597.0476, -597.0263, -484.1779, -2707.2999, -254.1731, -308.8681, -308.7518, -308.5896 hartree, respectively.